1.
C28H58O22S6 | wB97M-V/def2-TZVPD

Positions of all 114 atoms, in Å:
O (-5.448583, -0.902389, -0.754278)
C (-4.346307, -1.384746, -0.371176)
C (-4.172927, -2.974597, -0.166517)
C (-2.877770, -3.548464, -0.335844)
C (-1.689882, -2.536045, -0.673516)
O (-0.683229, -2.968432, -1.312487)
C (-1.774662, -1.008643, -0.156398)
C (-0.396479, -0.292658, 0.154042)
C (-0.225480, 0.369337, 1.597130)
C (-1.310570, 0.010352, 2.710404)
C (-2.320611, 1.231724, 3.053374)
O (-2.779883, 1.272829, 4.225084)
O (-2.665980, 2.254545, 2.147970)
C (-3.071726, -0.467028, -0.042059)
H (-5.075944, -3.611159, 0.105133)
H (-2.702355, -4.673247, -0.222897)
H (-0.278574, 0.551486, -0.627174)
H (0.469313, -1.008848, -0.042354)
H (0.799234, 0.035036, 2.008524)
H (-0.135013, 1.515390, 1.496410)
H (-1.890689, -0.955312, 2.555942)
H (-0.728328, -0.139805, 3.696203)
H (-2.081591, 2.269914, 1.359230)
H (-3.194706, 0.612932, 0.281157)
C (-4.413390, 2.464762, 7.342177)
C (-4.564726, 3.086908, 5.966599)
O (-5.913863, 3.492565, 5.718695)
S (-6.448722, 4.854512, 6.404642)
C (-7.931240, 5.013498, 5.450129)
O (-5.558393, 5.932416, 6.062017)
O (-6.813026, 4.574343, 7.768624)
H (-4.568467, 3.206226, 8.129234)
H (-3.412700, 2.044698, 7.466718)
H (-5.152830, 1.674278, 7.492751)
H (-3.876928, 3.926923, 5.834294)
H (-4.313316, 2.341884, 5.208809)
H (-7.664227, 5.176229, 4.406888)
H (-8.486288, 5.869672, 5.834029)
H (-8.522937, 4.105638, 5.564073)
C (1.405857, -5.252132, -2.350816)
C (0.526249, -5.812912, -1.248257)
O (0.578119, -7.241971, -1.218576)
S (1.874577, -7.953185, -0.565927)
C (1.199174, -9.586072, -0.459042)
O (2.067687, -7.442565, 0.765739)
O (2.936376, -7.962079, -1.537721)
H (2.462131, -5.432436, -2.140343)
H (1.262107, -4.176353, -2.452074)
H (1.179206, -5.732918, -3.305958)
H (0.793257, -5.393541, -0.274090)
H (-0.512209, -5.537328, -1.443167)
H (0.362076, -9.577462, 0.237597)
H (1.983953, -10.249694, -0.095447)
H (0.877213, -9.900111, -1.451547)
C (4.494735, 0.233953, -4.454465)
C (3.733014, -0.743631, -5.327853)
O (4.410090, -1.992276, -5.431724)
S (4.323091, -3.015559, -4.179877)
C (4.956613, -4.441217, -5.015409)
O (2.938830, -3.242549, -3.855827)
O (5.278400, -2.608853, -3.183279)
H (4.506897, -0.099346, -3.414661)
H (4.029707, 1.222630, -4.487805)
H (5.534538, 0.318808, -4.779549)
H (2.712138, -0.887227, -4.962100)
H (3.658662, -0.338640, -6.339803)
H (4.262461, -4.725760, -5.804955)
H (5.044902, -5.245555, -4.284486)
H (5.937431, -4.202532, -5.425824)
C (2.846062, 6.201784, -0.793332)
C (2.096964, 5.221234, -1.675980)
O (2.789567, 3.975082, -1.786679)
S (2.711588, 2.934045, -0.551050)
C (3.363541, 1.527518, -1.401169)
O (1.328928, 2.679209, -0.239730)
O (3.657075, 3.338228, 0.453965)
H (2.859298, 5.865157, 0.245481)
H (2.373323, 7.185898, -0.823183)
H (3.885826, 6.296709, -1.115791)
H (1.075984, 5.065210, -1.316617)
H (2.024241, 5.633032, -2.685838)
H (2.676040, 1.243867, -2.196974)
H (3.458174, 0.715180, -0.679883)
H (4.343329, 1.780879, -1.804780)
C (7.667530, 8.758080, -5.335011)
C (7.523691, 7.361997, -5.911422)
O (6.877433, 6.477776, -4.995599)
S (5.272563, 6.582281, -4.824741)
C (5.045462, 5.066961, -3.939345)
O (4.655719, 6.460970, -6.119355)
O (4.971995, 7.676279, -3.939271)
H (6.693467, 9.237568, -5.217657)
H (8.275468, 9.385238, -5.991179)
H (8.131553, 8.722484, -4.346387)
H (6.994642, 7.381397, -6.868424)
H (8.517288, 6.948841, -6.100630)
H (5.318863, 4.234388, -4.586378)
H (3.994821, 4.996172, -3.660715)
H (5.666509, 5.084695, -3.043936)
C (-5.850432, -5.950820, 6.050184)
C (-6.269133, -5.952872, 4.591887)
O (-6.368461, -4.627564, 4.070337)
S (-5.005954, -3.845183, 3.687324)
C (-5.757781, -2.524007, 2.778244)
O (-4.239683, -4.657833, 2.777658)
O (-4.432909, -3.299633, 4.888215)
H (-4.825184, -5.592739, 6.164674)
H (-5.904468, -6.958749, 6.468110)
H (-6.491719, -5.287741, 6.635794)
H (-5.588271, -6.556883, 3.985376)
H (-7.261814, -6.400997, 4.505188)
H (-6.239028, -2.933384, 1.891627)
H (-4.972341, -1.824732, 2.489940)
H (-6.483248, -2.023230, 3.418710)

Atomic forces in eV per Å
O 4.03 -1.68 1.58
C -1.71 0.58 -0.46
C 2.98 -0.21 -0.44
C -2.52 2.43 0.43
C 1.88 -1.49 -0.98
O -3.56 1.89 2.47
C -1.82 -0.59 -0.01
C -0.25 0.48 -1.08
C 0.37 0.01 0.38
C 0.54 1.05 0.59
C -0.67 -0.39 3.21
O 1.41 0.02 -4.69
O 0.99 -1.71 0.88
C 1.79 -1.61 -0.40
H 1.29 1.09 -0.66
H -0.05 1.93 -0.33
H -0.15 -1.34 1.16
H -1.43 0.76 0.22
H -1.63 0.55 -0.70
H -0.14 -1.81 0.12
H 0.61 1.40 -0.05
H -1.19 0.35 -1.48
H -0.29 -0.29 0.68
H -0.28 -1.56 -0.59
C -0.11 0.20 0.31
C 0.92 -0.56 0.29
O -0.85 0.94 0.08
S 0.00 -0.71 -0.43
C -0.02 -0.09 -0.10
O -0.23 -0.40 0.46
O 0.34 0.40 -0.47
H 0.03 -0.06 -0.04
H -0.07 0.00 -0.14
H 0.10 0.01 -0.09
H -0.20 0.07 -0.02
H -0.35 0.36 0.04
H 0.03 -0.03 0.10
H 0.15 -0.05 0.07
H 0.10 0.07 0.03
C 0.15 -0.04 0.10
C 0.15 1.04 -0.34
O 0.46 -1.01 0.51
S -0.68 0.05 -0.34
C -0.14 -0.01 -0.05
O 0.20 -0.01 -0.64
O -0.23 0.13 0.64
H -0.09 0.04 0.01
H -0.08 -0.19 0.07
H -0.07 0.07 0.07
H 0.03 -0.20 0.00
H 0.07 -0.35 0.07
H 0.08 0.06 -0.06
H 0.03 0.17 -0.02
H 0.05 0.08 0.07
C 0.13 0.00 0.30
C -0.34 0.89 0.13
O 0.09 -0.85 0.31
S 0.27 -0.17 -0.52
C 0.02 0.05 -0.14
O 0.71 0.54 0.01
O -0.70 -0.05 -0.21
H 0.02 -0.01 -0.10
H -0.01 -0.06 -0.11
H -0.11 0.01 -0.05
H 0.09 -0.17 0.01
H 0.09 -0.34 0.00
H 0.03 0.07 0.08
H -0.07 0.15 0.06
H -0.10 0.03 0.07
C 0.12 -0.08 0.31
C -0.34 1.05 0.27
O 0.03 -0.99 0.34
S 0.58 0.06 -0.57
C -0.03 0.07 -0.12
O 0.36 0.36 0.18
O -0.78 -0.14 -0.24
H -0.03 0.03 -0.08
H 0.02 -0.09 -0.11
H -0.12 0.07 -0.07
H 0.10 -0.18 -0.02
H 0.06 -0.33 -0.02
H 0.03 0.06 0.08
H -0.04 0.14 0.04
H -0.09 0.02 0.08
C -0.24 0.19 0.14
C 0.46 0.79 -0.51
O -0.86 -0.43 0.30
S 0.57 -0.32 0.16
C 0.17 -0.03 -0.02
O 0.20 0.41 0.51
O -0.09 -0.34 -0.60
H 0.08 -0.03 -0.03
H 0.00 -0.12 0.01
H 0.04 -0.03 -0.12
H -0.11 -0.10 0.14
H -0.22 -0.25 0.17
H 0.00 0.11 0.01
H 0.10 0.10 -0.10
H -0.06 0.04 -0.08
C 0.26 0.16 0.13
C 0.11 -0.87 0.58
O 0.46 0.74 -0.56
S -0.69 0.19 0.17
C -0.17 -0.07 0.04
O -0.08 0.17 0.56
O 0.07 -0.47 -0.65
H -0.07 -0.05 -0.01
H -0.06 0.05 -0.09
H -0.02 -0.11 -0.07
H 0.01 0.19 -0.06
H 0.02 0.32 -0.20
H -0.02 0.03 0.13
H 0.04 -0.12 0.12
H 0.09 -0.07 -0.02

Lowest unoccupied orbital energy   -1.57 eV
SMILES   O=C1C=CC(=O)C(CCCC(=O)O)=C1.CCOS(C)(=O)=O.CCOS(C)(=O)=O.CCOS(C)(=O)=O.CCOS(C)(=O)=O.CCOS(C)(=O)=O.CCOS(C)(=O)=O

2.
C28H59BBrCl16O3S | wB97M-V/def2-TZVPD

Positions of all 109 atoms, in Å:
C (0.076799, 0.447485, 3.185697)
O (0.629775, -0.305153, 2.119870)
C (1.858148, 0.192169, 1.601185)
C (2.113591, -0.458035, 0.246163)
C (3.021620, 0.367649, -0.684389)
C (2.213896, 1.303913, -1.600947)
C (1.946855, 2.757011, -1.140859)
C (0.443285, 3.043628, -1.113535)
C (-0.153271, 2.442945, 0.161423)
C (-1.682096, 2.443021, 0.179502)
S (-2.235578, 1.081675, 1.224238)
C (-1.523045, -0.440028, 0.552535)
C (-1.546427, -0.498192, -0.967226)
C (-0.962731, -1.821439, -1.453987)
Br (-0.256436, -1.626499, -3.241622)
B (-4.127703, 0.834850, 1.017578)
O (-4.899950, 1.878774, 0.668876)
O (-4.509231, -0.384343, 1.428391)
H (0.298898, -0.017457, 4.149574)
H (0.459212, 1.476465, 3.189512)
H (-1.011560, 0.471823, 3.064701)
H (2.689274, -0.053073, 2.278672)
H (1.800155, 1.289475, 1.537728)
H (2.556922, -1.440398, 0.431996)
H (1.147567, -0.616644, -0.255383)
H (3.763194, 0.921138, -0.097131)
H (3.561436, -0.327356, -1.331863)
H (1.241941, 0.811067, -1.773010)
H (2.704785, 1.353750, -2.575792)
H (2.374059, 2.966390, -0.151352)
H (2.426540, 3.441206, -1.847157)
H (-0.002626, 2.595086, -2.010638)
H (0.228281, 4.118054, -1.129247)
H (0.206493, 1.416959, 0.299190)
H (0.214626, 3.039834, 1.003069)
H (-2.100369, 3.320667, 0.683009)
H (-2.105179, 2.382471, -0.827047)
H (-0.512059, -0.510533, 0.973810)
H (-2.130142, -1.233920, 1.004774)
H (-0.971684, 0.331218, -1.394765)
H (-2.583327, -0.419335, -1.322385)
H (-1.725750, -2.597706, -1.500836)
H (-0.141355, -2.165201, -0.822738)
H (-4.680852, 2.412663, -0.099883)
H (-4.343606, -1.128109, 0.823365)
Cl (-1.372706, -1.448608, 5.783609)
C (-0.749426, -2.308810, 7.225436)
C (0.595234, -1.779050, 7.650547)
Cl (1.855461, -2.119130, 6.433847)
H (-0.700948, -3.362722, 6.964392)
H (-1.472515, -2.167561, 8.026413)
H (0.893399, -2.265713, 8.577555)
H (0.568911, -0.703124, 7.803552)
Cl (0.280691, -1.053833, -9.621113)
C (0.304380, -2.305429, -8.354474)
C (-0.009694, -1.735891, -6.993450)
Cl (1.288404, -0.657221, -6.403373)
H (1.286123, -2.772038, -8.368772)
H (-0.449989, -3.045080, -8.617807)
H (-0.107882, -2.546863, -6.273306)
H (-0.930020, -1.157450, -7.015030)
Cl (-5.370664, -4.076002, 5.016111)
C (-3.671365, -3.581716, 4.826435)
C (-3.486914, -2.659921, 3.647897)
Cl (-3.753085, -3.508300, 2.089551)
H (-3.070907, -4.481977, 4.723637)
H (-3.378488, -3.057809, 5.734922)
H (-2.463041, -2.286083, 3.638456)
H (-4.183939, -1.826607, 3.682064)
Cl (-0.761615, 1.321818, 10.374371)
C (-1.218739, 2.783680, 9.459846)
C (-1.714247, 2.435913, 8.078470)
Cl (-0.403531, 1.775048, 7.060964)
H (-0.346785, 3.431137, 9.417839)
H (-2.010496, 3.279643, 10.018253)
H (-2.096567, 3.324239, 7.579735)
H (-2.496631, 1.682206, 8.125513)
Cl (4.560873, 3.067250, -4.042620)
C (5.538863, 3.629594, -2.658054)
C (6.743588, 2.765005, -2.396072)
Cl (6.295969, 1.133460, -1.820656)
H (4.884845, 3.652734, -1.788465)
H (5.865068, 4.642183, -2.888619)
H (7.341540, 3.225852, -1.612488)
H (7.354707, 2.639910, -3.285778)
Cl (-6.387109, -3.597478, -3.578724)
C (-6.262996, -1.952990, -2.912863)
C (-4.857804, -1.667759, -2.444021)
Cl (-4.412723, -2.659522, -1.017189)
H (-6.988022, -1.860020, -2.108243)
H (-6.516703, -1.255812, -3.709673)
H (-4.765077, -0.620085, -2.159000)
H (-4.134068, -1.891630, -3.224255)
Cl (8.801864, 4.042114, 0.574803)
C (10.545008, 3.792541, 0.271805)
C (11.013479, 4.556342, -0.940926)
Cl (10.306681, 3.910737, -2.447534)
H (10.701543, 2.723791, 0.151402)
H (11.076244, 4.139098, 1.155911)
H (12.094690, 4.470046, -1.030819)
H (10.740409, 5.606387, -0.876951)
Cl (-6.390506, -5.342715, -9.344093)
C (-5.743534, -5.546042, -7.697611)
C (-5.370681, -4.227274, -7.069112)
Cl (-3.961485, -3.469620, -7.863477)
H (-4.884831, -6.209965, -7.759484)
H (-6.521756, -6.020409, -7.101768)
H (-5.097975, -4.380136, -6.027366)
H (-6.194832, -3.520293, -7.123256)

Atomic forces in eV per Å
C 0.20 -0.17 0.63
O 0.77 0.29 0.51
C 0.50 0.02 0.19
C 0.13 0.05 0.11
C -0.38 -0.10 -0.01
C 0.01 0.03 0.01
C -0.01 -0.04 -0.20
C 0.04 0.02 0.22
C -0.05 0.23 -0.14
C -0.08 0.22 -0.02
S -0.64 0.08 -0.45
C -0.51 -0.31 -0.53
C -0.28 0.00 -0.01
C -0.09 -0.15 0.15
Br 0.06 0.04 -0.14
B 0.22 -0.02 -0.19
O -0.25 -0.48 -0.13
O -0.31 0.44 -0.21
H 0.14 0.08 -0.08
H -0.11 -0.08 -0.05
H 0.52 -0.14 0.37
H -0.17 0.12 0.00
H 0.09 -0.21 -0.05
H -0.15 0.01 -0.09
H 0.33 -0.03 0.07
H 0.01 -0.08 -0.15
H 0.09 0.10 0.16
H 0.27 0.12 -0.15
H -0.04 -0.05 0.08
H 0.02 -0.07 -0.11
H -0.02 -0.03 0.13
H -0.08 0.12 0.11
H 0.05 -0.10 -0.08
H -0.03 0.29 -0.17
H -0.04 -0.25 0.05
H 0.10 -0.01 -0.18
H 0.02 -0.18 0.11
H -0.53 0.01 -0.18
H 0.05 0.07 -0.02
H -0.10 -0.12 0.09
H 0.20 0.12 -0.13
H 0.15 0.07 0.10
H -0.11 0.05 -0.12
H 0.20 0.28 0.26
H -0.11 -0.34 0.21
Cl 0.15 0.17 0.21
C 0.06 -0.08 0.08
C 0.02 0.05 0.03
Cl -0.02 0.02 -0.01
H 0.02 0.00 0.00
H -0.02 0.06 -0.02
H 0.02 -0.02 -0.03
H -0.02 -0.04 0.02
Cl 0.00 0.00 0.00
C 0.00 -0.02 0.02
C -0.03 -0.02 -0.05
Cl -0.05 -0.02 0.06
H 0.00 0.01 -0.01
H -0.01 0.01 0.01
H 0.01 0.00 -0.01
H 0.01 0.00 0.01
Cl -0.03 -0.02 -0.01
C -0.06 -0.03 0.03
C 0.07 0.01 0.00
Cl 0.07 0.02 0.07
H 0.00 -0.02 -0.03
H -0.11 -0.07 -0.12
H -0.12 -0.11 -0.09
H -0.03 -0.02 -0.02
Cl 0.00 0.00 0.00
C 0.00 0.00 -0.02
C -0.05 -0.04 0.08
Cl 0.03 0.11 -0.11
H 0.00 -0.01 0.00
H 0.00 -0.02 0.00
H 0.05 0.01 0.01
H 0.00 0.01 -0.02
Cl 0.00 -0.01 0.01
C -0.02 0.00 0.06
C 0.04 0.03 -0.01
Cl -0.02 0.05 -0.02
H 0.00 0.01 -0.01
H 0.01 -0.01 -0.02
H 0.04 -0.04 -0.02
H -0.03 -0.01 -0.01
Cl -0.07 -0.02 0.05
C 0.05 0.00 -0.03
C -0.01 -0.01 -0.12
Cl -0.08 0.18 0.00
H 0.02 -0.02 0.01
H -0.01 -0.01 -0.01
H -0.04 -0.02 0.04
H 0.03 0.00 0.01
Cl -0.02 0.01 0.07
C 0.02 -0.03 -0.06
C 0.01 0.02 0.03
Cl 0.01 0.01 0.00
H -0.01 0.01 0.00
H -0.02 0.02 0.00
H -0.01 -0.02 -0.01
H 0.00 -0.01 0.00
Cl 0.01 0.00 0.00
C 0.03 -0.01 -0.01
C -0.02 -0.03 0.04
Cl 0.03 0.03 -0.01
H -0.01 0.01 -0.01
H 0.00 0.01 0.00
H 0.00 -0.02 -0.02
H 0.02 0.01 -0.02

Charge   +1
Lowest unoccupied orbital energy   -2.64 eV